Arrangement A

10
Properties=species:S:1:pos:R:3 method="wB97M-V/def2-TZVPD" spin_multiplicity=1
C -1.744 0.310 0.377
C 0.447 -0.480 0.383
O -0.398 0.407 -0.104
C 1.738 -0.275 -0.370
H -2.170 1.317 0.380
H -2.309 -0.316 -0.318
H -1.750 -0.133 1.375
H 1.777 -1.087 -1.113
H 1.810 0.686 -0.898
H 2.600 -0.428 0.288


Arrangement B

10
Properties=species:S:1:pos:R:3 method="wB97M-V/def2-TZVPD" spin_multiplicity=1
C 0.703 1.075 -0.187
C 0.214 -0.273 -0.607
C -0.358 -1.106 0.474
O -1.499 -0.480 -0.139
H 0.487 1.842 -0.936
H 1.799 0.980 -0.141
H 0.353 1.411 0.798
H -1.080 -0.495 -1.153
H -0.341 -2.194 0.385
H -0.276 -0.760 1.506


Arrangement C

10
Properties=species:S:1:pos:R:3 method="wB97M-V/def2-TZVPD" spin_multiplicity=1
C -1.097 -0.847 -0.001
C -0.035 0.191 -0.080
C 1.367 -0.374 0.021
H -0.636 -1.948 -0.511
H -2.078 -0.339 -0.641
H -1.402 -0.873 1.345
H 1.732 -0.168 1.048
H 2.082 0.236 -0.674
H 1.498 -1.538 -0.247
O -0.326 1.351 0.005


Arrangement D

10
Properties=species:S:1:pos:R:3 method="wB97M-V/def2-TZVPD" smiles=OC1CC1 spin_multiplicity=1
O -1.861 -0.197 -0.188
C -0.670 0.142 0.482
C 0.710 -0.744 0.045
C 0.593 0.775 -0.135
H -1.666 -0.723 -1.022
H -0.749 0.223 1.610
H 0.550 -1.271 -0.826
H 1.439 -0.755 0.811
H 1.291 1.322 0.406
H 0.364 1.228 -1.184


arrangement C is preferred energetically. Next in line: 0.0037 hartree higher.


Arrangement A

10
Properties=species:S:1:pos:R:3 method="wB97M-V/def2-TZVPD" smiles=C1COC1 spin_multiplicity=1
C 0.070 -1.026 -0.300
C -1.036 0.025 -0.192
O 0.004 1.095 0.137
C 1.011 0.005 0.379
H -0.084 -2.094 0.130
H 0.151 -1.057 -1.491
H -1.739 0.197 -1.079
H -1.735 -0.035 0.648
H 1.104 -0.117 1.432
H 2.007 0.324 -0.061


Arrangement B

10
Properties=species:S:1:pos:R:3 method="wB97M-V/def2-TZVPD" smiles="C=CCO" spin_multiplicity=1
C 0.233 -1.083 1.248
C 0.302 -0.493 0.063
C -0.341 0.813 -0.341
O 0.279 1.401 -1.474
H 0.520 -2.104 1.471
H -0.269 -0.578 2.077
H 0.901 -0.954 -0.712
H -1.389 0.595 -0.579
H -0.267 1.520 0.489
H 0.031 0.883 -2.243


Arrangement C

10
Properties=species:S:1:pos:R:3 method="wB97M-V/def2-TZVPD" smiles=OC1CC1 spin_multiplicity=1
O -0.262 1.722 -0.502
C 0.080 0.303 -0.621
C 0.902 -0.391 0.454
C -0.552 -0.709 0.184
H -1.022 1.851 0.094
H 0.212 -0.029 -1.668
H 1.368 0.142 1.286
H 1.681 -1.057 0.174
H -1.138 -1.583 -0.283
H -1.269 -0.249 0.881


arrangement B is preferred energetically. Next in line: 0.0265 hartree higher.


Arrangement A

10
Properties=species:S:1:pos:R:3 method="wB97M-V/def2-TZVPD" smiles="CCC=O" spin_multiplicity=1
C -0.907 0.795 -0.050
C 0.413 0.114 -0.418
C 0.610 -1.184 0.216
O 1.142 -1.040 1.351
H -1.731 0.412 -0.661
H -1.156 0.640 1.002
H -0.833 1.872 -0.219
H 0.582 0.097 -1.496
H 1.152 0.415 0.615
H 0.728 -2.122 -0.341


Arrangement B

10
Properties=species:S:1:pos:R:3 method="wB97M-V/def2-TZVPD" smiles="CCC=O" spin_multiplicity=1
C -1.414 -0.509 -0.003
C -0.550 0.741 0.002
C 0.933 0.432 -0.012
O 1.370 -0.692 0.003
H -1.141 -1.169 -0.844
H -1.251 -1.075 0.923
H -2.476 -0.231 -0.066
H -0.732 1.348 0.893
H -0.781 1.375 -0.869
H 1.606 1.304 0.009


Arrangement C

10
Properties=species:S:1:pos:R:3 method="wB97M-V/def2-TZVPD" smiles="CCC=O" spin_multiplicity=1
C -1.484 -0.500 0.004
C -0.527 0.735 -0.031
C 0.944 0.420 0.017
O 1.427 -0.696 -0.015
H -1.190 -1.254 -0.720
H -1.393 -0.977 1.001
H -2.528 -0.171 -0.164
H -0.801 1.332 0.849
H -0.683 1.347 -0.909
H 1.575 1.355 0.124


arrangement B is preferred energetically. Next in line: 0.0035 hartree higher.


Arrangement A

10
Properties=species:S:1:pos:R:3 method="wB97M-V/def2-TZVPD" spin_multiplicity=1
C 0.603 0.316 -0.713
C -0.423 -0.705 -0.201
O -1.307 0.089 0.632
C -0.708 0.784 1.558
H 0.347 0.689 -1.704
H 1.631 -0.049 -0.683
H -1.026 -1.172 -0.989
H 0.011 -1.501 0.418
H 0.536 1.206 -0.069
H 0.328 0.345 1.677


Arrangement B

10
Properties=species:S:1:pos:R:3 method="wB97M-V/def2-TZVPD" smiles=C1COC1 spin_multiplicity=1
C 0.029 0.721 0.040
C 0.988 -0.433 0.030
O -0.185 -1.319 -0.315
C -1.143 -0.253 -0.012
H 0.135 1.139 -0.969
H 0.311 1.467 0.772
H 1.945 0.183 -0.426
H 1.507 -1.000 0.799
H -1.861 -0.133 -0.839
H -1.726 -0.370 0.919


arrangement B is preferred energetically. Next in line: 0.0213 hartree higher.